The following is a quantum chemistry calculation of a structure of composition C26H42AlBBeBrCl2F10N2O13PS2 at a distorted geometry, from OMol25.

As for the calculated total energy: -8015.7634 Eh. As for the multiplicity: 1. The calculation puts the frontier orbital gap at 0.055 Ha. The energy relative to the best compared isomer or geometry (same formula, charge and spin) comes out at 0.000 eV.

Each line ends with the Löwdin charge.
Geometry (Å):
1 C 0.037 2.285 5.412  -0.11
2 O 1.233 2.505 4.693  -0.18
3 C 1.134 3.540 3.735  -0.21
4 C 0.529 3.001 2.421  -0.17
5 C 1.494 3.011 1.230  -0.19
6 C 0.773 2.424 -0.018  -0.12
7 C 0.939 0.921 0.031  -0.26
8 O 2.286 0.630 -0.357  -0.05
9 C 2.443 -0.555 -1.116  -0.34
10 C 2.414 -1.772 -0.160  -0.18
11 C 2.431 -3.124 -0.858  -0.67
12 C 3.277 -3.217 -2.120  -0.12
13 Br 0.572 -3.722 -1.094  0.88
14 C 1.529 -0.630 -2.343  -0.50
15 S 2.364 0.294 -3.709  0.85
16 N 0.190 -0.007 -2.165  0.11
17 C -0.142 0.137 -0.722  -0.20
18 C -1.558 0.676 -0.582  -0.06
19 C -2.173 0.459 0.773  -0.17
20 C -3.011 1.430 1.311  -0.10
21 C -3.612 1.230 2.548  -0.16
22 C -3.425 0.084 3.298  -0.02
23 C -2.576 -0.880 2.777  0.01
24 C -1.969 -0.692 1.534  0.04
25 H 0.188 2.600 6.444  0.09
26 H -0.826 2.799 4.984  0.07
27 H -0.206 1.223 5.451  0.09
28 H 2.116 3.968 3.552  0.12
29 H 0.457 4.304 4.122  0.12
30 H 0.187 1.981 2.616  0.11
31 H -0.352 3.580 2.131  0.09
32 H 1.706 4.058 1.042  0.08
33 H 2.415 2.466 1.441  0.11
34 H 1.284 2.827 -0.889  0.11
35 H -0.253 2.759 0.059  0.10
36 H 0.850 0.625 1.082  0.15
37 H 3.442 -0.521 -1.537  0.09
38 H 3.318 -1.680 0.445  0.13
39 H 1.584 -1.738 0.543  0.09
40 H 2.853 -3.851 -0.173  0.09
41 H 3.418 -4.275 -2.333  0.09
42 H 4.272 -2.815 -1.933  0.07
43 H 2.823 -2.796 -3.011  0.07
44 H 1.371 -1.624 -2.742  0.04
45 H 1.874 1.527 -3.488  -0.15
46 H 0.065 0.866 -2.677  0.14
47 H -0.483 -0.671 -2.576  0.13
48 H -0.151 -0.870 -0.314  0.11
49 H -1.631 1.718 -0.886  0.11
50 H -2.175 0.133 -1.307  0.16
51 H -3.192 2.352 0.737  0.09
52 H -4.315 1.988 2.959  0.04
53 H -3.923 -0.070 4.242  0.12
54 H -2.415 -1.790 3.336  0.13
55 H -1.337 -1.496 1.183  0.13
56 C -0.251 6.093 -3.722  -0.19
57 S -0.561 4.387 -3.929  1.02
58 O -0.227 3.705 -2.656  -0.42
59 C 0.686 4.026 -5.158  -0.19
60 H -0.965 6.453 -2.945  0.04
61 H 0.795 6.223 -3.378  0.07
62 H -0.423 6.606 -4.666  0.09
63 H 1.668 4.298 -4.721  0.06
64 H 0.480 4.618 -6.047  0.08
65 H 0.652 2.963 -5.408  0.06
66 C 3.447 6.477 -0.878  -0.86
67 O 4.610 6.847 -0.672  -0.01
68 O 2.902 5.741 0.240  -0.11
69 O 2.674 6.504 -1.827  0.06
70 H 3.631 5.876 0.877  0.07
71 B -4.629 -5.186 2.303  -1.03
72 O -4.104 -4.168 3.303  0.26
73 C -5.040 -3.334 3.607  -0.37
74 O -4.946 -2.403 4.359  0.18
75 C -6.337 -3.721 2.802  -0.36
76 O -7.370 -3.120 2.866  0.24
77 O -6.067 -4.759 2.083  0.28
78 F -4.571 -6.424 2.833  0.23
79 F -3.922 -5.077 1.126  0.18
80 Be -3.601 3.430 2.453  0.77
81 N -1.179 -2.247 -4.000  -0.60
82 O -1.092 -1.192 -4.661  -0.03
83 O -0.149 -2.621 -3.339  -0.26
84 O -2.219 -2.870 -3.905  0.05
85 Al 4.516 4.223 -0.348  1.05
86 F -2.540 6.570 -2.372  -0.45
87 F 2.448 5.670 -3.738  -0.29
88 Cl 5.983 -0.684 -3.148  0.54
89 C 6.755 -1.903 -4.204  -0.64
90 C 8.091 -2.349 -3.672  -0.67
91 Cl 9.310 -1.054 -3.749  0.55
92 H 6.843 -1.472 -5.197  0.07
93 H 6.075 -2.752 -4.256  0.07
94 H 8.464 -3.176 -4.275  0.08
95 H 8.018 -2.681 -2.639  0.07
96 F -8.113 -8.836 4.245  -0.18
97 P -6.571 -9.032 4.808  0.38
98 F -5.317 -7.959 4.718  -0.16
99 F -7.257 -10.095 5.856  -0.19
100 F -5.376 -10.160 4.904  -0.20
101 F -7.013 -7.884 5.921  -0.17
102 F -6.352 -9.162 3.177  -0.16

The following is a quantum chemistry calculation of a structure of composition C26H42BFIN4O9PS at a distorted geometry, from OMol25.

As for the calculated total energy: -3073.4525 Eh. As for the multiplicity: 1. The calculation puts the frontier orbital gap at 0.160 Ha.

Each line ends with the Löwdin charge.
Geometry (Å):
1 C 1.443 3.764 -4.273  -0.16
2 C 2.124 2.300 -4.335  -0.25
3 C 2.468 1.875 -2.807  -0.22
4 C 2.628 0.275 -2.685  -0.18
5 C 1.192 -0.520 -2.793  -0.17
6 C 0.825 -1.358 -1.495  -0.08
7 C -0.341 -0.738 -0.520  -0.32
8 N -0.059 0.749 -0.679  0.13
9 O -1.555 -1.090 -1.224  -0.21
10 C -2.795 -0.669 -0.631  -0.62
11 I -4.207 -1.671 -2.075  1.08
12 C -3.237 0.842 -0.789  -0.23
13 C -3.644 1.414 -2.230  -0.33
14 C -2.606 1.194 -3.432  -0.57
15 S -2.018 2.832 -4.171  0.65
16 C -2.882 -1.344 0.856  -0.37
17 C -4.289 -1.264 1.590  -0.11
18 C -4.949 -0.006 2.207  -0.29
19 O -4.844 0.494 3.361  0.11
20 F -6.014 0.654 1.456  0.00
21 P -3.048 -3.240 0.340  0.73
22 N -2.671 -4.238 1.555  -0.29
23 N -1.655 -1.186 1.728  0.01
24 C -1.716 -0.307 2.925  -0.02
25 C -1.958 1.350 2.562  -0.16
26 C -0.562 2.297 2.592  0.02
27 O -1.707 2.296 3.732  -0.16
28 C -0.292 -1.239 1.007  -0.15
29 O 0.631 -0.324 1.611  0.01
30 C 1.902 -0.675 2.014  -0.32
31 O 2.116 -0.847 3.263  0.12
32 C 3.276 -0.785 1.154  -0.06
33 C 3.989 0.557 0.813  0.02
34 C 5.302 0.458 -0.063  -0.04
35 C 5.867 -0.934 -0.565  -0.05
36 C 5.166 -2.290 -0.173  -0.05
37 C 3.870 -2.177 0.685  -0.03
38 B 0.311 -2.764 1.256  -0.47
39 N 0.537 -3.335 2.657  0.14
40 O 0.516 -3.781 0.256  0.08
41 H 0.702 3.733 -3.378  0.04
42 H 0.838 3.943 -5.236  0.06
43 H 2.178 4.614 -4.028  0.08
44 H 1.465 1.493 -4.825  0.10
45 H 3.076 2.408 -4.979  0.11
46 H 3.484 2.345 -2.551  0.11
47 H 1.675 2.295 -2.093  0.09
48 H 3.094 -0.078 -1.699  0.07
49 H 3.339 -0.108 -3.522  0.12
50 H 0.436 0.233 -3.188  0.08
51 H 1.357 -1.282 -3.657  0.12
52 H 0.375 -2.367 -1.858  0.13
53 H 1.794 -1.614 -0.959  0.10
54 H -0.439 1.304 0.100  0.06
55 H -0.588 1.113 -1.503  0.08
56 H -4.202 1.006 -0.158  0.12
57 H -2.505 1.635 -0.358  0.12
58 H -4.746 1.211 -2.537  0.10
59 H -3.657 2.575 -2.085  0.11
60 H -1.749 0.470 -3.229  0.05
61 H -3.218 0.711 -4.295  0.07
62 H -1.255 2.383 -5.269  -0.10
63 H -4.265 -2.092 2.413  0.15
64 H -5.077 -1.678 0.836  0.10
65 H -2.183 -3.561 -0.749  0.03
66 H -4.435 -3.610 0.111  0.01
67 H -3.472 -4.814 1.840  -0.02
68 H -1.668 -2.125 2.240  0.14
69 H -2.591 -0.611 3.629  0.15
70 H -0.821 -0.339 3.633  0.17
71 H -2.820 1.648 1.769  0.13
72 H 0.267 1.899 3.286  0.08
73 H -0.685 3.434 2.460  0.13
74 H 3.632 1.600 1.105  0.13
75 H 5.889 1.393 -0.386  0.10
76 H 6.804 -0.990 -1.227  0.09
77 H 5.538 -3.322 -0.498  0.09
78 H 3.338 -3.162 0.981  0.09
79 H 0.199 -4.320 2.673  0.09
80 H 1.553 -3.346 2.869  0.08
81 H 1.282 -4.343 0.524  0.12
82 C 2.470 2.944 5.607  -0.85
83 O 1.704 2.548 4.679  -0.12
84 O 2.014 2.550 6.825  0.03
85 O 3.520 3.605 5.570  -0.04
86 H 1.241 2.101 6.434  0.08

The following is a quantum chemistry calculation of a structure of composition C26H42BiFNS4SbSi, from OMol25.

As for the charge: -2. As for the calculated total energy: -3507.8588 Eh. As for the multiplicity: 1. The calculation puts the frontier orbital gap at 0.241 Ha.

Each line ends with the Löwdin charge.
Geometry (Å):
1 Bi 1.004 -0.716 0.744  1.33
2 C -0.810 0.613 -1.493  -0.10
3 C -0.051 -0.295 -2.262  -0.20
4 C 1.329 0.083 -2.120  -0.24
5 C 1.346 1.238 -1.306  -0.20
6 C 0.037 1.562 -0.888  -0.32
7 C -0.380 2.859 -0.218  -0.56
8 C -1.659 2.666 0.600  -0.06
9 C 0.719 3.381 0.710  -0.07
10 C -0.646 3.912 -1.307  -0.06
11 C 2.635 -0.488 -2.687  -0.53
12 C 3.801 0.480 -2.429  -0.08
13 C 2.572 -0.667 -4.211  -0.06
14 C 3.042 -1.804 -1.999  -0.08
15 C -0.752 -1.356 -3.114  -0.53
16 C -0.881 -0.859 -4.566  -0.05
17 C -0.079 -2.733 -3.099  -0.06
18 C -2.181 -1.595 -2.607  -0.07
19 H -1.882 0.583 -1.366  0.09
20 H 2.224 1.805 -1.048  0.08
21 H -1.485 1.946 1.398  0.05
22 H -2.475 2.292 -0.021  0.08
23 H -1.976 3.614 1.049  0.08
24 H 0.979 2.644 1.472  0.04
25 H 0.384 4.294 1.214  0.08
26 H 1.631 3.616 0.158  0.08
27 H -1.447 3.577 -1.970  0.08
28 H 0.250 4.067 -1.912  0.08
29 H -0.938 4.870 -0.861  0.07
30 H 3.622 1.453 -2.894  0.08
31 H 4.716 0.056 -2.852  0.08
32 H 3.971 0.621 -1.362  0.06
33 H 2.293 0.276 -4.689  0.09
34 H 1.857 -1.422 -4.525  0.04
35 H 3.554 -0.969 -4.588  0.08
36 H 3.306 -1.625 -0.951  0.00
37 H 3.934 -2.226 -2.472  0.08
38 H 2.257 -2.559 -2.016  0.06
39 H 0.091 -0.684 -5.025  0.05
40 H -1.429 0.085 -4.582  0.08
41 H -1.425 -1.588 -5.177  0.07
42 H 0.918 -2.730 -3.527  0.05
43 H -0.684 -3.439 -3.678  0.08
44 H -0.004 -3.111 -2.077  0.09
45 H -2.808 -0.708 -2.707  0.08
46 H -2.175 -1.889 -1.560  0.06
47 H -2.645 -2.396 -3.191  0.08
48 S 5.706 -2.112 0.736  -0.29
49 Sb 4.133 -1.571 2.283  -0.22
50 S 3.028 0.513 1.611  -0.10
51 S 2.152 -2.811 1.931  -0.20
52 S 4.819 -1.353 4.437  -0.30
53 C -1.621 -0.788 5.167  -0.17
54 Si -0.454 0.172 4.030  0.36
55 C -0.896 2.004 4.228  -0.18
56 C 1.257 0.018 4.726  -0.21
57 N -0.629 -0.443 2.407  -0.26
58 C -1.894 -0.807 1.986  -0.36
59 C -3.059 -0.069 2.276  -0.07
60 C -4.328 -0.471 1.895  -0.11
61 C -4.518 -1.650 1.188  -0.12
62 C -3.403 -2.418 0.885  -0.05
63 C -2.154 -1.994 1.277  -0.26
64 F -1.114 -2.809 0.977  -0.02
65 H -1.441 -0.509 6.209  0.02
66 H -1.425 -1.858 5.064  0.03
67 H -2.673 -0.613 4.943  0.01
68 H -0.747 2.266 5.281  0.02
69 H -1.918 2.280 3.957  0.01
70 H -0.216 2.622 3.638  0.01
71 H 1.209 0.329 5.775  0.03
72 H 1.989 0.644 4.219  -0.02
73 H 1.641 -1.001 4.699  0.00
74 H -2.947 0.860 2.817  0.08
75 H -5.175 0.155 2.151  0.09
76 H -5.504 -1.967 0.877  0.09
77 H -3.477 -3.352 0.343  0.11

Question: Look up the multiplicity of the first one.
Answer: 1